Record 1
Molecular formula: C5H12N2O
Method: DFT, ωB97M-V/def2-TZVPD

Calculated values
relative energy (zero: lowest compared OMol25 entry of this formula, charge and spin)	291.6	kcal/mol
LUMO level	-3.3	eV
spin multiplicity	1
E_HOMO	-7.74	eV
calculated total energy	-10395.78075	eV
orbital gap	4.4	eV

Atoms and positions in Å:
C 2.1554 -0.4813 0.9055
N 2.5769 -0.6401 -0.3957
C 0.7077 1.2136 -0.6160
C 1.1889 -0.3182 -0.7734
C 0.0444 -1.3353 -0.0755
N -1.2226 -1.6211 -0.6650
C -2.1459 -0.5533 -0.1975
O -1.5740 2.1279 0.6400
H 1.8949 -1.3725 1.4715
H 2.1641 0.4027 1.5272
H 1.6257 1.7751 -0.5970
H -0.0981 1.6218 -1.2867
H 0.3493 1.2619 0.4571
H 1.0772 -0.5736 -1.7850
H -0.0430 -1.1009 1.0079
H 0.5947 -2.3082 -0.1241
H -2.3264 2.6763 0.7003
H -1.8174 -0.2088 0.8389
H -1.9597 0.3270 -0.8720
H -3.1922 -0.8930 -0.1602



Record 2
Molecular formula: C5H12N2O
Method: DFT, ωB97M-V/def2-TZVPD

Calculated values
relative energy (zero: lowest compared OMol25 entry of this formula, charge and spin)	198.5	kcal/mol
LUMO level	-2.8	eV
spin multiplicity	1
E_HOMO	-6.64	eV
calculated total energy	-10399.81697	eV
orbital gap	3.8	eV

Atoms and positions in Å:
N -0.8879 -1.0881 0.9955
C -1.2854 -0.7533 -0.3199
C -1.5763 0.6243 -0.7353
C -2.8018 -0.6028 -0.6969
O -3.7635 -0.3917 0.0430
C 1.6429 1.4235 -0.3218
N 1.3557 0.2685 0.4277
C 2.4388 -0.5647 0.8145
H -1.5408 -1.5330 1.6139
H -0.3124 -0.3292 1.3619
H -0.5979 -1.2026 -1.0499
H -1.2110 0.9522 -1.6995
H -1.8315 1.3268 0.0449
H -2.9822 -1.1119 -1.6605
H 1.1434 2.2808 0.1465
H 1.2756 1.4291 -1.3689
H 2.7237 1.6435 -0.3346
H 2.6139 -0.5043 1.8954
H 2.2456 -1.6149 0.5657
H 3.3509 -0.2523 0.2784



Record 3
Molecular formula: C5H12N2O
Method: DFT, ωB97M-V/def2-TZVPD

Calculated values
relative energy (zero: lowest compared OMol25 entry of this formula, charge and spin)	49.2	kcal/mol
LUMO level	0.9	eV
spin multiplicity	1
structure (SMILES)	CNCC[C@H](N)C=O
E_HOMO	-8.52	eV
calculated total energy	-10406.28895	eV
orbital gap	9.4	eV

Atoms and positions in Å:
C -2.8103 -0.5928 -0.6283
N -1.4334 -0.5828 -0.2047
C -0.9874 0.5081 0.6432
C 0.4578 0.3615 1.0438
C 1.4168 0.1864 -0.1475
N 1.8600 -1.1880 -0.3178
C 2.6664 1.0781 -0.0241
O 2.8396 1.8420 0.8840
H -3.3440 -1.4850 -0.3010
H -2.8732 -0.5576 -1.7153
H -3.3814 0.2448 -0.2204
H -0.7424 -0.8196 -0.8934
H -1.1533 1.4656 0.1199
H -1.5974 0.6038 1.5468
H 0.5738 -0.5478 1.6408
H 0.8272 1.1898 1.6456
H 0.8970 0.5898 -1.0367
H 2.1699 -1.3990 -1.2519
H 1.2466 -1.8732 0.0886
H 3.3676 0.9759 -0.8714



Record 4
Molecular formula: C5H12N2O
Method: DFT, ωB97M-V/def2-TZVPD

Calculated values
relative energy (zero: lowest compared OMol25 entry of this formula, charge and spin)	83.5	kcal/mol
LUMO level	0.9	eV
spin multiplicity	1
E_HOMO	-7.95	eV
calculated total energy	-10404.80279	eV
orbital gap	8.9	eV

Atoms and positions in Å:
C -0.2621 -0.6108 0.1275
C -0.7734 1.7290 0.6745
C 1.1536 -0.2293 -1.2746
C -1.5334 -0.6983 -0.6793
N -0.0476 0.5012 0.9695
N 0.1113 -1.7855 0.7424
C 1.4109 0.6637 0.9834
O 2.1687 -0.1258 1.5306
H 0.9819 -1.7154 1.2717
H -0.4346 -2.6229 0.5967
H 1.6846 1.7012 0.7560
H -0.5783 2.0857 -0.3448
H -1.8446 1.5709 0.8010
H -0.4481 2.5089 1.3649
H -1.5269 -1.5927 -1.3058
H -2.3991 -0.7621 -0.0112
H 2.2390 -0.2221 -1.1705
H 0.9592 -1.1627 -1.8107
H 0.7980 0.5923 -1.9028
H -1.6591 0.1745 -1.3185



Record 5
Molecular formula: C5H12N2O
Method: DFT, ωB97M-V/def2-TZVPD

Calculated values
relative energy (zero: lowest compared OMol25 entry of this formula, charge and spin)	77.8	kcal/mol
LUMO level	0.8	eV
spin multiplicity	1
structure (SMILES)	C/C=N/C.N/C=C\O
E_HOMO	-7.63	eV
calculated total energy	-10405.05035	eV
orbital gap	8.4	eV

Atoms and positions in Å:
C 1.3129 1.4033 0.6588
C 0.2984 1.0508 -0.3836
N 0.6668 0.2814 -1.3552
C -0.1551 0.1885 -2.5179
H 1.6797 2.4145 0.4837
H 0.8570 1.3993 1.6492
H 2.1283 0.6821 0.6652
H -0.4752 1.8263 -0.5350
H 0.2215 0.8525 -3.3074
H -1.2275 0.4339 -2.3867
H -0.1362 -0.8296 -2.9140
N 0.5141 -1.9757 0.7514
C -0.7262 -1.4814 0.4901
C -1.2513 -0.4050 1.1551
O -0.7883 -0.1433 2.4531
H 0.9620 -1.5379 1.5468
H 1.1172 -2.1024 -0.0500
H -1.1856 -1.8080 -0.4306
H -2.2812 -0.1294 0.9637
H -1.5312 -0.1198 3.0634



Record 6
Molecular formula: C5H12N2O
Method: DFT, ωB97M-V/def2-TZVPD

Calculated values
relative energy (zero: lowest compared OMol25 entry of this formula, charge and spin)	36.5	kcal/mol
LUMO level	0.8	eV
spin multiplicity	1
structure (SMILES)	C/N=C(/C)[C@](C)(N)O
E_HOMO	-8.90	eV
calculated total energy	-10406.83926	eV
orbital gap	9.7	eV

Atoms and positions in Å:
C -1.7997 1.3013 0.6415
N -1.0490 0.2647 1.2862
C -0.1027 -0.3784 0.7675
C 0.5279 -1.4424 1.6214
C 0.4930 -0.1929 -0.6410
C 1.0554 1.2225 -0.8208
N -0.5689 -0.4126 -1.6116
O 1.6087 -1.0512 -0.8622
H -1.8598 1.1872 -0.4482
H -1.3525 2.2703 0.8877
H -2.8001 1.2754 1.0641
H 0.0779 -1.4082 2.6082
H 0.3595 -2.4326 1.1957
H 1.6030 -1.2753 1.6973
H 0.2524 1.9408 -0.9578
H 1.6985 1.2228 -1.7000
H 1.6534 1.4950 0.0498
H -0.9307 -1.3540 -1.5396
H -0.2226 -0.2677 -2.5517
H 1.3565 -1.9648 -0.6863



Record 7
Molecular formula: C5H12N2O
Method: DFT, ωB97M-V/def2-TZVPD

Calculated values
relative energy (zero: lowest compared OMol25 entry of this formula, charge and spin)	41.2	kcal/mol
LUMO level	1.0	eV
spin multiplicity	1
structure (SMILES)	CC(N)=O.C=CNC
E_HOMO	-8.26	eV
calculated total energy	-10406.63567	eV
orbital gap	9.2	eV

Atoms and positions in Å:
C 0.0929 -0.4667 1.8143
C 0.5021 -1.8810 1.4586
N 0.1612 -2.8083 2.3859
O 1.1094 -2.1323 0.4180
H -0.2578 -0.4321 2.8358
H -0.6653 -0.0895 1.1464
H 0.8844 0.2848 1.7210
H -0.6860 -2.6999 2.9263
H 0.3006 -3.7477 2.0012
C -1.8722 2.1090 -0.8957
C -0.9549 1.2477 -1.3944
N 0.3822 1.0583 -0.9626
C 1.2833 0.6020 -2.0564
H -1.5880 2.8883 -0.1867
H -2.8077 2.1934 -1.4255
H -1.1994 0.4879 -2.1708
H 0.7750 1.9583 -0.6002
H 2.2558 1.1186 -1.9887
H 1.4496 -0.4950 -1.9780
H 0.8347 0.8040 -3.0485



Record 8
Molecular formula: C5H12N2O
Method: DFT, ωB97M-V/def2-TZVPD

Calculated values
relative energy (zero: lowest compared OMol25 entry of this formula, charge and spin)	24.2	kcal/mol
LUMO level	0.8	eV
spin multiplicity	1
structure (SMILES)	C[C@H](CCN)NC=O
E_HOMO	-9.45	eV
calculated total energy	-10407.37351	eV
orbital gap	10.3	eV

Atoms and positions in Å:
C 1.3004 0.5125 -1.3304
C 0.2832 0.0685 -0.2639
C -0.4039 1.2591 0.4003
C -1.2943 2.0953 -0.5165
N -2.3260 1.2262 -1.1160
N 0.9045 -0.7685 0.7478
C 0.6312 -2.0860 0.9068
O 1.2062 -2.8319 1.6643
H 1.0498 0.1584 -2.3270
H 1.3203 1.5999 -1.4159
H 2.2909 0.1782 -1.0583
H -0.4987 -0.5450 -0.6973
H 0.3763 1.8170 0.9269
H -1.0143 0.8921 1.2345
H -1.7973 2.8608 0.0680
H -0.6446 2.4884 -1.2923
H -3.2391 1.4349 -0.7388
H -2.3592 1.2939 -2.1220
H 1.5109 -0.3111 1.4121
H -0.2212 -2.3982 0.2741



Record 9
Molecular formula: C5H12N2O
Method: DFT, ωB97M-V/def2-TZVPD

Calculated values
relative energy (zero: lowest compared OMol25 entry of this formula, charge and spin)	136.7	kcal/mol
LUMO level	0.7	eV
spin multiplicity	1
E_HOMO	-8.38	eV
calculated total energy	-10402.49509	eV
orbital gap	9.1	eV

Atoms and positions in Å:
C -0.9808 0.5060 -0.3242
C 2.0121 -0.4622 -0.1481
C -1.2380 -0.2578 -1.6076
N 0.8965 0.4363 0.1142
C -0.3477 -0.1253 0.8043
N 1.2248 1.7745 0.4098
C -0.4460 -1.1171 1.6597
O -2.5800 0.4734 0.5330
H -3.0201 -0.3834 0.4858
H -0.9798 1.5894 -0.3989
H 1.7833 2.1669 -0.3440
H 1.7497 1.8300 1.2807
H 1.6340 -1.4152 -0.5106
H 2.5931 -0.6237 0.7664
H 2.6751 -0.0202 -0.8961
H -1.3149 -1.3296 -1.4336
H -2.1961 0.0779 -1.9962
H -0.4706 -0.0374 -2.3500
H 0.4328 -1.5608 2.1048
H -1.4274 -1.5217 1.8506



Record 10
Molecular formula: C5H12N2O
Method: DFT, ωB97M-V/def2-TZVPD

Calculated values
relative energy (zero: lowest compared OMol25 entry of this formula, charge and spin)	49.0	kcal/mol
LUMO level	0.9	eV
spin multiplicity	1
structure (SMILES)	C=C(N)C[C@H](N)CO
E_HOMO	-8.28	eV
calculated total energy	-10406.29734	eV
orbital gap	9.2	eV

Atoms and positions in Å:
C -1.1700 -1.8260 0.1980
C 0.1117 -1.4215 0.2294
N 0.9349 -1.8130 1.2880
C 0.7456 -0.6667 -0.8754
C 0.6688 0.8651 -0.6099
N 1.0758 1.2679 0.7061
C -0.6784 1.4438 -1.1170
O -1.4922 1.7355 0.0396
H -1.6525 -2.4598 0.9157
H -1.8064 -1.7628 -0.6714
H 0.5038 -2.3501 2.0263
H 1.4340 -1.0570 1.7528
H 1.8251 -0.9006 -0.9495
H 0.3527 -0.9494 -1.8506
H 1.4339 1.2993 -1.2841
H 1.1501 2.2706 0.7497
H 0.3781 0.9421 1.3611
H -0.5629 2.4181 -1.6121
H -1.1947 0.8260 -1.8581
H -2.3360 1.2754 -0.0119



Record 11
Molecular formula: C5H12N2O
Method: DFT, ωB97M-V/def2-TZVPD

Calculated values
relative energy (zero: lowest compared OMol25 entry of this formula, charge and spin)	85.1	kcal/mol
LUMO level	0.0	eV
spin multiplicity	1
structure (SMILES)	CC(=O)[C@H](C)N.C=N
E_HOMO	-8.74	eV
calculated total energy	-10404.73509	eV
orbital gap	8.7	eV

Atoms and positions in Å:
C 0.1823 -1.4391 -0.8439
C 0.1395 -0.5830 0.5893
O 0.4196 -1.2477 1.5742
C 0.8046 0.8268 0.3566
C 0.2575 1.5821 -0.8468
N 2.2403 0.7166 0.2684
H 0.0231 -2.4950 -0.6482
H 1.1945 -1.2609 -1.2065
H -0.5193 -1.0818 -1.5898
H 0.5781 1.3675 1.2823
H 0.5396 2.6304 -0.7696
H -0.8253 1.5079 -0.9037
H 0.6651 1.1779 -1.7720
H 2.6300 0.1933 1.0466
H 2.5355 0.2850 -0.5999
C -1.9632 -0.1278 1.0343
N -2.3133 -0.7317 -0.0760
H -1.9577 0.9591 1.0139
H -2.1419 -0.5558 2.0222
H -2.4890 -1.7239 0.0689



Record 12
Molecular formula: C5H12N2O
Method: DFT, ωB97M-V/def2-TZVPD

Calculated values
relative energy (zero: lowest compared OMol25 entry of this formula, charge and spin)	242.5	kcal/mol
LUMO level	-3.5	eV
spin multiplicity	1
E_HOMO	-6.80	eV
calculated total energy	-10397.90835	eV
orbital gap	3.3	eV

Atoms and positions in Å:
C 0.0938 -3.0091 0.3538
O 0.9639 2.7841 0.5702
C 0.3338 -1.6879 -0.0565
C -0.9749 -0.6890 0.6952
C -0.9181 0.7290 0.2763
C -0.4448 1.7782 -1.8011
N -1.0012 0.7940 -1.2252
N 1.5000 -1.0575 0.7442
H -0.4791 -3.7987 -0.2166
H 0.8508 -3.4833 1.0157
H 0.8639 3.6905 0.9629
H 0.4161 -1.3030 -1.1267
H -1.8110 -1.2813 0.2726
H -0.8599 -1.0461 1.7066
H -0.0699 1.4364 0.5302
H -1.7334 1.3113 0.5824
H -0.2318 2.6937 -1.1408
H -0.1841 1.7592 -2.8080
H 2.3939 -1.6649 0.5825
H 1.1030 -1.4694 1.6379